--- one ---
An isolated molecule of C3H5Br, computed with ωB97M-V/def2-TZVPD.

Last column: natural (NBO) charge in e.
Element x y z (Å)
C: -0.53363 2.17455 0.38781  -0.6890
C: -0.72712 1.01639 -0.13111  -0.1724
C: 0.42521 -1.98688 -0.44312  -0.5271
Br: 0.70866 -0.33592 0.74411  0.2522
H: -1.33189 2.90714 0.31713  0.2487
H: 0.27469 2.55139 1.08611  0.2120
H: -0.21185 -2.57509 0.02939  0.2030
H: -0.04138 -1.37476 -1.14753  0.2356
H: 1.43732 -2.37681 -0.84280  0.2369

The HOMO-LUMO gap is 8.82 eV. Its HOMO energy is -8.5 eV.

***

--- two ---
A cluster of 2 separate species, C3H5Br in total, computed with ωB97M-V/def2-TZVPD.

Last column: natural (NBO) charge in e.
Element x y z (Å)
C: -0.48592 0.84438 0.02569  -0.4883
C: -0.50011 -0.44716 0.81596  -0.4726
C: 0.57943 -0.12700 -0.19579  -0.0682
Br: 2.40459 -0.13272 -0.16680  0.1234
H: -1.00088 1.27544 -0.79783  0.2324
H: 0.07467 1.65732 0.55561  0.2193
H: -0.51502 -0.33137 1.86486  0.2259
H: -0.94133 -1.31276 0.39857  0.2349
H: 0.38458 -1.42613 -2.50027  -0.0067

The HOMO-LUMO gap (spin up / spin down) is 8.00 / 9.65 eV. Its HOMO energy (spin up / spin down) is -8.3 / -9.8 eV.

***

Which one is the least stable? From the structures above, two.